Entry w
Entry from the OMol25 dataset: the molecule C4H3FO2 (wB97M-V/def2-TZVPD).

Results
HOMO   -9.57 eV
LUMO energy   0.617 eV
Kohn-Sham gap   10.19 eV

Structure (ORCA input):
```
! wB97M-V def2-TZVPD RIJCOSX def2/J DEFGRID3
* xyz 0 1
C -1.58 -0.08 -0.14
C -0.12 0.02 -0.01
C 0.85 0.83 0.49
F 0.91 1.79 1.41
C 1.86 -0.51 -0.22
O 3.02 -0.78 -0.33
O 0.66 -1.04 -0.62
H -1.72 0.03 -1.27
H -1.97 -1.05 0.18
H -1.91 0.77 0.53
*
```

Entry x
Entry from the OMol25 dataset: a cluster of 2 separate species, C4H3FO2 in total (wB97M-V/def2-TZVPD).

Results
HOMO   -8.69 eV
LUMO energy   -0.128 eV
Kohn-Sham gap   8.56 eV

Structure (ORCA input):
```
! wB97M-V def2-TZVPD RIJCOSX def2/J DEFGRID3
* xyz 0 1
C 1.66 -1.23 -0.52
C 0.56 -1.35 0.08
C -0.32 0.55 -0.63
C -0.88 1.07 0.59
O 2.63 -0.92 -1.09
O -0.27 0.65 -1.83
F -0.33 -2.29 0.55
H -0.04 1.44 1.20
H -1.84 1.79 0.49
H -1.16 0.31 1.18
*
```

Relative energy of each structure, in kJ/mol: entry w 0.0; entry x 164.9.

Entry w
Entry from the OMol25 dataset: a cluster of 4 separate species, H8O4 in total (wB97M-V/def2-TZVPD).

Results
HOMO   -11.40 eV
LUMO energy   0.423 eV
Kohn-Sham gap   11.82 eV

Structure (ORCA input):
```
! wB97M-V def2-TZVPD RIJCOSX def2/J DEFGRID3
* xyz 0 1
O -0.40 1.41 -0.03
H 0.20 0.89 -0.56
H -1.01 0.78 0.34
O -0.33 4.60 3.69
H 0.27 5.25 3.35
H 0.01 3.76 3.37
O -1.27 -3.52 0.87
H -1.70 -3.15 0.10
H -1.88 -4.18 1.19
O 2.17 -2.12 -3.78
H 2.20 -1.19 -3.99
H 1.74 -2.52 -4.53
*
```

Entry x
Entry from the OMol25 dataset: a cluster of 4 separate species, H8O4 in total (wB97M-V/def2-TZVPD).

Results
HOMO   -10.16 eV
LUMO energy   0.454 eV
Kohn-Sham gap   10.62 eV

Structure (ORCA input):
```
! wB97M-V def2-TZVPD RIJCOSX def2/J DEFGRID3
* xyz 0 1
O 1.26 0.93 -2.44
H 1.81 1.67 -2.14
H 1.09 0.40 -1.63
O 0.36 0.93 2.50
H -0.54 1.28 2.40
H 0.68 1.32 3.31
O -1.92 -1.64 -0.78
H -2.43 -2.42 -0.54
H -1.54 -1.84 -1.64
O 0.58 -0.14 -0.03
H -0.02 -0.86 0.18
H 0.67 0.37 0.80
*
```

Relative energy of each structure, in kJ/mol: entry w 45.5; entry x 0.0.

Entry w
Entry from the OMol25 dataset: the ion C4H12NS with charge +1 (wB97M-V/def2-TZVPD).

Results
HOMO   -13.34 eV
LUMO energy   -4.785 eV
Kohn-Sham gap   8.56 eV

Structure (ORCA input):
```
! wB97M-V def2-TZVPD RIJCOSX def2/J DEFGRID3
* xyz 1 1
C -1.31 0.35 0.50
C -0.40 0.56 -0.72
C 0.47 -0.66 -0.96
S 1.46 -1.04 0.48
C 2.56 0.36 0.47
N -2.10 -0.98 0.38
H -0.96 0.71 1.48
H -2.07 1.12 0.38
H 0.03 1.57 -0.62
H -1.01 0.71 -1.61
H 1.09 -0.44 -1.84
H -0.11 -1.52 -1.25
H 2.18 1.27 0.94
H 2.81 0.66 -0.55
H 3.52 0.14 0.93
H -2.90 -0.77 -0.21
H -0.80 -0.72 0.93
H -2.46 -1.36 1.25
*
```

Entry x
Entry from the OMol25 dataset: the ion C4H12NS with charge +1 (wB97M-V/def2-TZVPD).

Results
HOMO   -11.84 eV
LUMO energy   -3.878 eV
Kohn-Sham gap   7.96 eV

Structure (ORCA input):
```
! wB97M-V def2-TZVPD RIJCOSX def2/J DEFGRID3
* xyz 1 1
C 0.09 1.25 2.41
S -1.11 0.73 1.16
C -0.17 0.82 -0.40
C -0.45 -0.37 -1.31
C 0.43 -1.55 -0.99
N 1.72 -1.54 -1.77
H 0.47 0.48 3.08
H -0.40 1.99 3.04
H 0.94 1.76 1.96
H -0.55 1.76 -0.81
H 0.91 0.91 -0.34
H -1.49 -0.56 -1.42
H -0.23 -0.05 -2.34
H 0.78 -1.61 0.03
H -0.13 -2.49 -1.08
H 2.32 -2.36 -1.64
H 1.60 -1.42 -2.78
H 2.25 -0.73 -1.44
*
```

Relative energy of each structure, in kJ/mol: entry w 345.8; entry x 0.0.

Entry w
Entry from the OMol25 dataset: a cluster of 2 separate species, C4H12NS in total (wB97M-V/def2-TZVPD).

Results
HOMO   -12.44 eV
LUMO energy   -4.944 eV
Kohn-Sham gap   7.50 eV

Structure (ORCA input):
```
! wB97M-V def2-TZVPD RIJCOSX def2/J DEFGRID3
* xyz 1 1
C -0.33 1.64 -2.17
C -0.32 1.79 0.28
N -0.49 2.31 -0.87
H 0.18 2.32 -2.84
H -1.33 1.47 -2.56
H 0.22 0.71 -2.03
H 0.10 0.79 0.29
H -0.56 2.37 1.16
H -0.83 3.28 -0.92
C -0.41 -1.92 0.28
C 0.63 -2.18 1.36
S 1.91 -0.83 1.51
H 0.08 -1.68 -0.67
H -1.08 -1.13 0.61
H -1.03 -2.81 0.17
H 0.14 -2.20 2.33
H 1.17 -3.11 1.22
H 1.96 -0.82 2.84
*
```

Entry x
Entry from the OMol25 dataset: a cluster of 2 separate species, C4H12NS in total (wB97M-V/def2-TZVPD).

Results
HOMO   -11.33 eV
LUMO energy   -5.837 eV
Kohn-Sham gap   5.50 eV

Structure (ORCA input):
```
! wB97M-V def2-TZVPD RIJCOSX def2/J DEFGRID3
* xyz 1 1
C -2.47 0.59 3.72
N -2.81 0.89 2.54
H -1.41 0.54 3.96
H -3.23 0.39 4.46
H -3.78 0.99 2.25
H -2.11 1.08 1.82
C -0.75 0.41 0.14
C 0.13 0.29 -1.11
C 1.47 -0.34 -0.79
S 2.29 -0.85 -2.34
H -1.68 0.92 -0.12
H -0.24 0.98 0.93
H -0.99 -0.59 0.52
H -0.41 -0.30 -1.84
H 0.27 1.29 -1.53
H 1.34 -1.22 -0.16
H 2.11 0.37 -0.27
H 3.23 -1.61 -1.77
*
```

Entry y
Entry from the OMol25 dataset: the ion C4H12NS with charge +1 (wB97M-V/def2-TZVPD).

Results
HOMO   -12.62 eV
LUMO energy   -3.424 eV
Kohn-Sham gap   9.20 eV

Structure (ORCA input):
```
! wB97M-V def2-TZVPD RIJCOSX def2/J DEFGRID3
* xyz 1 1
C 1.54 2.13 0.94
S 0.83 0.90 -0.22
C 0.61 -0.61 0.87
C -0.86 -1.00 0.85
C -1.28 -1.72 -0.47
N -1.47 -0.72 -1.58
H 0.95 3.01 0.79
H 1.33 1.71 1.93
H 2.60 2.31 0.77
H 0.94 -0.58 1.90
H 1.21 -1.40 0.36
H -1.54 -0.17 1.02
H -1.05 -1.80 1.57
H -2.23 -2.24 -0.32
H -0.50 -2.43 -0.66
H -0.55 -0.36 -1.87
H -1.88 0.15 -1.23
H -2.14 -1.01 -2.29
*
```

Relative energy of each structure, in kJ/mol: entry w 58.7; entry x 86.8; entry y 0.0.

Entry w
Entry from the OMol25 dataset: a cluster of 2 separate species, C6H14 in total (wB97M-V/def2-TZVPD).

Results
HOMO   -7.09 eV
LUMO energy   0.966 eV
Kohn-Sham gap   8.05 eV

Structure (ORCA input):
```
! wB97M-V def2-TZVPD RIJCOSX def2/J DEFGRID3
* xyz 0 1
C 2.86 0.31 0.17
C 1.57 -0.29 -0.01
C 0.32 0.47 0.38
C -1.00 -0.31 0.34
C -2.10 0.53 1.00
C -1.43 -0.74 -1.06
H 2.94 1.38 0.27
H 2.18 0.03 -1.10
H 3.75 -0.31 0.21
H 1.23 -0.38 -1.63
H 1.53 -1.37 0.07
H 0.25 1.39 -0.21
H 0.52 0.78 1.42
H -0.86 -1.22 0.95
H -3.04 -0.02 1.03
H -1.84 0.81 2.02
H -2.27 1.45 0.43
H -2.40 -1.23 -1.03
H -1.51 0.13 -1.72
H -0.71 -1.43 -1.52
*
```

Entry x
Entry from the OMol25 dataset: a cluster of 2 separate species, C6H14 in total (wB97M-V/def2-TZVPD).

Results
HOMO   -9.52 eV
LUMO energy   1.032 eV
Kohn-Sham gap   10.55 eV

Structure (ORCA input):
```
! wB97M-V def2-TZVPD RIJCOSX def2/J DEFGRID3
* xyz 0 1
C -3.27 -1.00 0.59
C -2.66 0.02 -0.10
C -2.10 -0.15 -1.56
H -3.44 -1.03 1.71
H -3.39 -2.05 0.26
H -2.62 1.03 0.41
H -2.94 -0.14 -2.22
H -1.63 -1.17 -1.72
H -1.34 0.65 -1.87
C 2.44 1.49 -0.28
C 1.69 0.53 0.65
C 2.20 -0.92 0.80
H 2.04 1.44 -1.33
H 2.17 2.55 -0.02
H 3.59 1.30 -0.07
H 1.75 0.95 1.67
H 0.58 0.44 0.44
H 1.51 -1.48 1.54
H 3.23 -0.97 1.18
H 2.20 -1.50 -0.07
*
```

Relative energy of each structure, in kJ/mol: entry w 295.5; entry x 0.0.

Entry w
Entry from the OMol25 dataset: the molecule C6H14 (wB97M-V/def2-TZVPD).

Results
HOMO   -10.65 eV
LUMO energy   0.985 eV
Kohn-Sham gap   11.64 eV

Structure (ORCA input):
```
! wB97M-V def2-TZVPD RIJCOSX def2/J DEFGRID3
* xyz 0 1
C -0.22 -0.47 2.04
C 0.69 -0.31 0.82
C 0.03 0.15 -0.49
C -0.45 1.58 -0.13
C 1.11 0.06 -1.60
C -1.06 -0.89 -0.88
H -1.14 -1.02 1.81
H -0.52 0.49 2.50
H 0.32 -1.03 2.81
H 1.49 0.40 1.06
H 1.17 -1.27 0.61
H -0.15 1.83 0.90
H 0.00 2.36 -0.75
H -1.54 1.69 -0.13
H 1.86 0.85 -1.54
H 0.72 0.06 -2.63
H 1.65 -0.90 -1.49
H -1.99 -0.77 -0.32
H -0.66 -1.89 -0.64
H -1.31 -0.92 -1.94
*
```

Entry x
Entry from the OMol25 dataset: a cluster of 2 separate species, C6H14 in total (wB97M-V/def2-TZVPD).

Results
HOMO   -7.86 eV
LUMO energy   0.739 eV
Kohn-Sham gap   8.60 eV

Structure (ORCA input):
```
! wB97M-V def2-TZVPD RIJCOSX def2/J DEFGRID3
* xyz 0 1
C -0.52 0.27 2.14
C 0.51 0.13 1.03
C -0.11 -0.06 -1.63
C 0.59 1.47 0.24
C 1.02 -1.03 -1.65
C -1.40 -0.58 -1.12
H -1.54 0.24 1.73
H -0.40 1.23 2.64
H -0.44 -0.53 2.88
H 1.51 -0.04 1.43
H 0.28 -0.81 0.52
H 0.90 2.17 1.02
H 1.32 1.56 -0.57
H -0.36 1.86 -0.16
H 1.99 -0.54 -1.48
H 1.01 -1.29 -2.71
H 0.97 -1.95 -1.04
H -2.04 0.20 -0.70
H -1.43 -1.47 -0.48
H -1.86 -0.82 -2.10
*
```

Relative energy of each structure, in kJ/mol: entry w 0.0; entry x 396.0.